# 1
Below is one molecule with the formula CH3F2P in a non-equilibrium geometry, with properties calculated with wB97M-V/def2-TZVPD.

Summary:
* gap between HOMO and LUMO: 0.3730 Ha
* energy above the lowest of the compared OMol25 structures with the same formula, charge and spin: 19.44 kcal per mole
* E: -580.91395 Ha
* max |F|: 0.0804 Eh/bohr
* highest occupied orbital energy: -9.444 eV
* SMILES: FC(F)P

```
7
CH3F2P | the OMol25 dataset | wB97M-V/def2-TZVPD
F -1.406 -0.508 -1.035
C -0.663 0.431 -0.446
F -0.600 1.502 -1.176
P 1.386 -0.322 0.216
H -1.154 0.693 0.483
H 1.321 -0.110 1.674
H 1.116 -1.686 0.283
```


# 2
Below is one molecule with the formula C8H8N2O in a non-equilibrium geometry, with properties calculated with wB97M-V/def2-TZVPD.

Summary:
* gap between HOMO and LUMO: 0.3218 Ha
* energy above the lowest of the compared OMol25 structures with the same formula, charge and spin: 108.65 kcal per mole
* E: -494.26063 Ha
* max |F|: 0.1703 Eh/bohr
* highest occupied orbital energy: -8.469 eV
* SMILES: C=CO/C=N/c1ccccn1

```
19
C8H8N2O | the OMol25 dataset | wB97M-V/def2-TZVPD
C 2.509 -2.108 -1.416
C 2.901 -0.815 -1.837
O 2.902 0.231 -1.134
C 1.991 0.599 -0.343
N 0.845 0.096 -0.472
C -0.250 0.653 0.016
C -1.422 0.021 0.449
C -2.250 0.718 1.352
C -2.030 2.016 1.826
C -0.918 2.641 1.165
N -0.123 1.997 0.233
H 2.622 -2.845 -2.213
H 2.678 -2.427 -0.426
H 3.296 -0.737 -2.834
H 2.239 1.569 0.025
H -1.778 -1.014 0.089
H -3.228 0.319 1.647
H -2.756 2.310 2.631
H -0.609 3.602 1.338
```


# 3
Below is C14H21Cl2HoN4O2 as an isolated structure, with properties calculated with wB97M-V/def2-TZVPD.

Summary:
* gap between HOMO and LUMO (alpha / beta): 0.3305 / 0.3314 Ha
* energy above the lowest of the compared OMol25 structures with the same formula, charge and spin: 0.00 kcal per mole
* spin multiplicity: 5
* E: -2783.71002 Ha
* max |F|: 0.0144 Eh/bohr
* highest occupied orbital energy (alpha / beta): -14.993 / -14.993 eV
* charge: +2

```
44
C14H21Cl2HoN4O2 | the OMol25 dataset | wB97M-V/def2-TZVPD
Ho 0.998 -0.174 0.519
C 0.543 -1.024 3.227
C -0.532 -1.627 2.565
C -1.561 -0.839 2.049
C -1.511 0.549 2.192
C -0.431 1.153 2.831
C 0.598 0.365 3.352
H 1.311 -1.640 3.678
H -0.587 -2.707 2.503
H -2.408 -1.304 1.560
H -2.324 1.157 1.818
H -0.394 2.228 2.946
H 1.417 0.829 3.888
N 0.020 -2.116 -0.678
C 0.482 -2.182 -2.090
C 1.951 -1.821 -2.203
N 2.159 -0.453 -1.654
H 0.063 -3.038 -0.254
H -0.972 -1.851 -0.710
H -0.127 -1.477 -2.661
H 0.301 -3.169 -2.519
H 2.263 -1.886 -3.247
H 2.569 -2.513 -1.628
H 1.716 0.217 -2.280
H 3.148 -0.218 -1.677
C -3.890 1.638 -2.299
N -2.591 1.777 -1.625
C -2.087 3.005 -1.385
C -0.881 3.200 -0.768
C -0.176 2.035 -0.411
O 0.959 1.993 0.207
N -0.676 0.814 -0.686
C -1.897 0.622 -1.257
O -2.366 -0.498 -1.409
H -4.599 2.325 -1.843
H -4.232 0.615 -2.176
H -3.776 1.864 -3.358
H -2.706 3.831 -1.709
H -0.491 4.185 -0.573
Cl 3.122 -2.081 1.195
C 4.303 -0.792 1.608
Cl 3.574 0.816 1.371
H 5.150 -0.897 0.939
H 4.568 -0.913 2.653
```


# 4
Below is C28H22N4O5Pb as an isolated structure in a non-equilibrium geometry, with properties calculated with wB97M-V/def2-TZVPD.

Summary:
* gap between HOMO and LUMO: 0.1958 Ha
* energy above the lowest of the compared OMol25 structures with the same formula, charge and spin: 6.38 kcal per mole
* E: -1868.24819 Ha
* max |F|: 0.0576 Eh/bohr
* highest occupied orbital energy: -6.980 eV

```
60
C28H22N4O5Pb | the OMol25 dataset | wB97M-V/def2-TZVPD
Pb 2.626 -1.238 -0.665
C 0.533 1.038 -4.609
O 0.457 -0.316 -5.181
C -0.157 -1.269 -4.417
C -1.168 -2.029 -5.028
C -1.910 -2.992 -4.339
C -1.564 -3.224 -3.019
C -0.449 -2.585 -2.387
C -0.241 -2.958 -1.035
N 0.591 -2.441 -0.132
N 0.286 -2.640 1.176
C 1.081 -1.944 2.014
O 2.065 -1.256 1.621
C 0.694 -1.920 3.457
C -0.271 -2.783 4.012
C -0.769 -2.548 5.308
C -0.287 -1.480 6.067
C 0.746 -0.697 5.548
C 1.244 -0.934 4.281
C 0.306 -1.570 -3.084
O 1.324 -0.965 -2.569
H 1.263 1.572 -5.227
H 0.901 0.983 -3.575
H -0.440 1.535 -4.635
H -1.419 -1.799 -6.075
H -2.735 -3.481 -4.872
H -2.132 -3.962 -2.426
H -0.953 -3.709 -0.685
H -0.674 -3.598 3.408
H -1.507 -3.233 5.720
H -0.734 -1.233 7.043
H 1.159 0.157 6.088
H 2.027 -0.286 3.864
O -5.779 2.526 1.400
C -5.143 1.394 1.059
O -5.779 0.336 1.069
C -3.673 1.402 0.733
C -2.982 2.544 0.321
C -1.640 2.439 0.029
C -0.911 1.252 0.264
C -1.646 0.110 0.594
C -3.014 0.169 0.805
N 0.472 1.170 0.184
C 1.178 2.231 0.029
C 2.597 2.254 -0.216
C 3.186 3.549 -0.254
C 4.531 3.672 -0.526
C 5.313 2.513 -0.758
C 4.647 1.308 -0.707
N 3.343 1.130 -0.397
H -5.134 3.273 1.532
H -3.470 3.498 0.190
H -1.127 3.297 -0.389
H -1.096 -0.829 0.698
H -3.597 -0.701 1.053
H 0.758 3.244 0.139
H 2.551 4.422 -0.058
H 4.993 4.676 -0.554
H 6.372 2.571 -1.001
H 5.156 0.354 -0.885
```


# 5
Below is C41H36ClN4O8P2Sm as an isolated structure in a non-equilibrium geometry, with properties calculated with wB97M-V/def2-TZVPD.

Summary:
* gap between HOMO and LUMO (alpha / beta): 0.3039 / 0.3048 Ha
* energy above the lowest of the compared OMol25 structures with the same formula, charge and spin: 0.40 kcal per mole
* spin multiplicity: 6
* E: -4205.85966 Ha
* max |F|: 0.0337 Eh/bohr
* highest occupied orbital energy (alpha / beta): -8.308 / -8.332 eV

```
93
C41H36ClN4O8P2Sm | the OMol25 dataset | wB97M-V/def2-TZVPD
Sm -0.149 0.184 -0.004
C 3.054 2.356 0.032
C 1.625 2.696 0.290
O 0.686 2.310 -0.445
N 1.338 3.447 1.351
C -0.043 3.771 1.715
C -0.827 2.685 2.426
C -0.807 2.575 3.803
C -1.545 1.569 4.411
C -2.317 0.735 3.626
C -2.296 0.932 2.257
N -1.553 1.863 1.654
H 3.217 2.334 -1.042
H 3.244 1.355 0.427
H 3.714 3.075 0.516
H 2.075 3.593 2.022
H -0.567 4.029 0.801
H -0.008 4.659 2.343
H -0.214 3.264 4.392
H -1.525 1.450 5.488
H -2.921 -0.059 4.045
H -2.895 0.300 1.612
C -3.108 -2.069 -1.220
C -3.821 -0.769 -1.647
P -2.799 0.739 -1.303
C -3.961 2.079 -0.881
C -5.343 1.939 -0.839
C -6.157 3.028 -0.529
C -5.594 4.265 -0.264
C -4.210 4.416 -0.308
C -3.402 3.331 -0.608
C -2.286 1.298 -2.983
C -0.954 1.592 -3.255
C -0.570 2.065 -4.507
C -1.518 2.244 -5.501
C -2.857 1.956 -5.242
C -3.233 1.496 -3.992
P -1.346 -2.067 -1.710
C -1.409 -2.422 -3.506
C -0.793 -1.565 -4.412
C -0.848 -1.818 -5.781
C -1.517 -2.937 -6.251
C -2.118 -3.815 -5.351
C -2.058 -3.561 -3.990
C -0.720 -3.653 -1.032
C -1.559 -4.542 -0.360
C -1.059 -5.720 0.189
C 0.292 -6.016 0.081
C 1.137 -5.135 -0.585
C 0.636 -3.963 -1.139
H -3.637 -2.930 -1.630
H -3.110 -2.153 -0.131
H -4.763 -0.691 -1.110
H -4.057 -0.783 -2.711
H -5.807 0.985 -1.050
H -7.232 2.900 -0.500
H -6.226 5.111 -0.026
H -3.763 5.381 -0.104
H -2.325 3.455 -0.635
H -0.164 1.425 -2.532
H 0.475 2.275 -4.699
H -1.221 2.608 -6.476
H -3.604 2.096 -6.014
H -4.283 1.297 -3.797
H -0.244 -0.707 -4.052
H -0.361 -1.139 -6.472
H -1.561 -3.140 -7.314
H -2.625 -4.703 -5.711
H -2.511 -4.263 -3.295
H -2.612 -4.322 -0.242
H -1.726 -6.389 0.717
H 0.687 -6.924 0.523
H 2.196 -5.355 -0.664
H 1.313 -3.277 -1.637
O 2.856 -0.718 1.675
C 1.678 -0.716 1.945
O 0.876 0.353 1.882
C 0.998 -1.969 2.432
C 1.698 -2.809 3.266
C 1.053 -3.902 3.822
C -0.274 -4.152 3.595
C -0.966 -3.299 2.759
C -0.354 -2.236 2.084
O -0.940 -1.531 1.163
N -2.415 -3.575 2.592
O -2.824 -4.673 2.907
O -3.131 -2.647 2.265
N 1.800 -4.817 4.716
O 1.233 -5.817 5.107
O 2.963 -4.551 4.938
H 2.738 -2.610 3.485
H -0.772 -4.993 4.051
Cl 1.680 -0.473 -1.609
```


# 6
Below is C11H24N6O2Sr as an isolated structure in a non-equilibrium geometry, with properties calculated with wB97M-V/def2-TZVPD.

Summary:
* gap between HOMO and LUMO: 0.2925 Ha
* E: -942.66447 Ha
* max |F|: 0.0516 Eh/bohr
* highest occupied orbital energy: -15.787 eV
* charge: +2

```
44
C11H24N6O2Sr | the OMol25 dataset | wB97M-V/def2-TZVPD
N -1.612 1.617 -4.772
C -1.158 1.608 -3.612
N 0.295 1.698 -3.395
N -2.084 1.528 -2.529
C -1.527 1.470 -1.163
C -2.623 1.127 -0.189
C -2.172 0.597 1.180
C -1.524 1.621 2.120
C -0.002 1.578 2.334
C 0.702 0.233 2.576
C 1.474 -0.131 1.282
C 0.791 -1.401 0.623
C 1.754 -2.658 0.292
N 1.766 -2.838 -1.177
N 1.170 -3.838 0.926
N 3.081 -2.490 0.765
O 1.243 1.051 0.466
C 0.747 2.152 1.167
O 0.912 3.281 0.788
H -0.855 1.689 -5.442
H 0.729 0.807 -3.249
H 0.569 2.390 -2.704
H -2.579 0.656 -2.666
H -0.751 0.713 -1.150
H -1.139 2.454 -0.945
H -3.294 1.955 -0.056
H -3.214 0.339 -0.633
H -3.070 0.256 1.659
H -1.565 -0.286 1.030
H -1.777 2.612 1.787
H -1.956 1.485 3.091
H 0.148 2.161 3.221
H 1.494 0.452 3.278
H 0.156 -0.557 3.051
H 2.539 -0.117 1.399
H 0.218 -1.088 -0.282
H 0.033 -1.736 1.288
H 0.875 -3.206 -1.486
H 2.520 -3.448 -1.462
H 1.172 -3.688 1.926
H 0.211 -3.988 0.641
H 3.781 -2.793 0.112
H 3.218 -2.939 1.654
Sr 1.307 -0.329 -1.744
```